A molecular structure, C17H31ClN10O9P2Sr. Source: OMol25; level of theory: ωB97M-V/def2-TZVPD.

Structure (XYZ):
```
71
Properties=species:S:1:pos:R:3:mulliken_charge:R:1
Sr -1.74333 -0.03508 -1.39214 2.245
Cl -2.94752 0.05127 2.42443 -0.366
P -1.95871 -1.53021 -3.84227 0.771
P 0.39716 0.03253 -3.46651 0.472
O 0.29248 0.22801 -1.99022 -0.215
O 1.07767 -1.42225 -3.73718 -0.561
O -3.02994 -1.39132 -5.07814 -0.593
O -2.76191 1.85223 -2.08437 -0.814
O -1.11468 -0.19697 -4.11907 -0.298
O -2.69079 3.93275 -2.90056 -0.800
O -2.74769 -1.51377 -2.58818 -0.889
O -1.10646 -2.74939 -4.09777 -0.664
O 1.07184 1.05589 -4.29153 -0.808
N 0.45334 -3.80137 0.86464 -0.095
N 2.43660 1.21211 3.13492 0.094
N -0.72507 -1.99296 1.66445 -0.295
N 0.78236 -4.73457 -1.20094 -0.030
N -0.35724 -2.62095 -0.95874 -0.164
N 1.17390 1.29804 1.07490 0.618
N 2.28474 3.28633 1.87584 0.071
N 3.58119 1.42962 1.00126 0.136
N 0.71316 -3.24328 3.10180 -0.530
N -2.32798 2.79468 0.44006 0.407
C -3.39546 -0.29813 0.74677 -0.980
C 2.34498 2.66693 3.19365 -0.685
C -2.40677 4.60874 1.99281 -0.576
C 1.25134 0.72425 2.40032 -0.704
C -2.45550 3.65434 -0.56101 0.239
C -2.51293 5.51836 0.95088 -0.355
C 3.61366 0.86444 2.34227 -0.674
C 0.07342 -2.93074 1.86721 0.223
C -2.62831 3.08701 -2.00452 0.089
C 1.10347 2.73990 1.17871 -0.469
C -2.30484 3.25931 1.67806 -0.476
C 0.09128 -5.98727 -0.97405 -1.117
C 1.01526 -4.49492 -2.61386 -0.970
C 3.46603 2.87705 1.12258 -0.689
C 2.36211 0.93224 0.32963 -0.746
C -2.53838 5.03227 -0.34235 -0.549
C 0.22003 -3.62548 -0.49924 0.094
H 3.22356 3.05299 3.72940 0.345
H -4.34228 0.25213 0.65330 0.326
H -0.98316 -1.39239 2.43854 0.055
H 4.35891 3.26623 1.63383 0.325
H -2.59425 6.58198 1.14821 0.379
H 1.66073 -5.29163 -2.99190 0.333
H -0.85824 -6.03340 -1.52573 0.291
H 0.21013 3.01964 1.74237 0.055
H -2.23381 2.51073 2.45803 0.305
H 1.04832 3.17638 0.17922 0.155
H 0.79422 -4.23289 3.29450 0.221
H -0.53629 -2.62443 -1.95504 -0.010
H 0.31777 -2.02435 -3.89745 0.318
H 1.20517 -4.44026 1.07878 0.336
H -2.63878 5.68365 -1.19742 0.488
H -0.12688 -6.11787 0.08575 0.360
H -3.65199 -1.36105 0.80157 0.303
H 3.40680 3.30747 0.11939 0.359
H 0.27750 -2.75749 3.87324 0.270
H 1.43850 2.93391 3.74702 0.346
H 4.50834 1.23418 2.86456 0.346
H 3.66994 -0.22613 2.26205 0.333
H 0.72967 -6.80632 -1.31802 0.365
H 1.52330 -3.54067 -2.72736 0.314
H 0.35747 0.99090 2.97090 0.073
H 1.32360 -0.36181 2.31487 0.273
H 2.30095 1.34578 -0.67677 0.325
H 2.42034 -0.15482 0.25090 -0.028
H -2.41428 4.93684 3.02380 0.410
H -2.54186 -1.03481 -5.81808 0.276
H 0.09416 -4.46216 -3.20499 0.403
```

Calculated values
- Kohn-Sham gap: 5.0 eV
- Electronic energy: -3065.1467 Eh
- Total charge: -2
- E_LUMO: 4.28 eV
- Highest occupied orbital energy: -0.764 eV